# C25H70N8O7

7 unconnected molecules or ions with the total composition C25H70N8O7 in a non-equilibrium geometry (wB97M-V/def2-TZVPD, the Open Molecules 2025 dataset).

Element x y z (Å)
C (-14.550, -4.214, 17.341)
O (-15.970, -3.984, 17.178)
C (-16.722, -5.047, 17.518)
C (-18.218, -4.547, 17.174)
C (-19.257, -5.643, 17.376)
N (-18.398, -4.031, 15.806)
H (-14.178, -4.982, 16.606)
H (-14.198, -4.434, 18.387)
H (-14.067, -3.281, 17.114)
H (-16.502, -5.901, 16.893)
H (-16.693, -5.254, 18.528)
H (-18.254, -3.647, 17.794)
H (-19.025, -6.581, 16.913)
H (-20.193, -5.431, 16.890)
H (-19.522, -5.941, 18.365)
H (-17.576, -3.508, 15.553)
H (-18.571, -4.669, 15.098)
C (-13.049, -0.214, 7.122)
O (-13.953, 0.361, 7.979)
C (-13.463, 0.832, 9.175)
C (-14.459, 0.900, 10.381)
C (-15.743, 1.648, 10.015)
N (-13.949, 1.413, 11.672)
H (-13.457, -0.467, 6.100)
H (-12.704, -1.173, 7.514)
H (-12.190, 0.386, 6.893)
H (-12.620, 0.216, 9.574)
H (-13.054, 1.892, 9.088)
H (-14.800, -0.160, 10.471)
H (-16.511, 1.504, 10.759)
H (-16.047, 1.192, 9.092)
H (-15.681, 2.680, 9.875)
H (-12.947, 1.164, 11.890)
H (-14.142, 2.427, 11.840)
C (-10.327, -0.327, 10.968)
O (-11.131, 0.120, 12.043)
C (-10.623, -0.454, 13.289)
C (-10.940, 0.611, 14.372)
C (-10.141, 1.843, 14.299)
N (-10.994, 0.106, 15.714)
H (-9.991, -1.361, 11.052)
H (-9.455, 0.302, 10.837)
H (-10.856, -0.174, 10.028)
H (-11.155, -1.293, 13.599)
H (-9.549, -0.767, 13.215)
H (-11.919, 0.922, 14.040)
H (-9.180, 1.738, 14.757)
H (-10.720, 2.548, 14.861)
H (-10.104, 2.248, 13.272)
H (-10.171, -0.043, 16.224)
H (-11.533, -0.738, 15.834)
C (-20.644, 0.775, 13.691)
O (-20.115, 0.686, 15.029)
C (-19.276, -0.451, 15.143)
C (-18.489, -0.421, 16.446)
C (-19.387, -0.629, 17.640)
N (-17.736, 0.856, 16.574)
H (-21.023, 1.767, 13.544)
H (-21.421, 0.030, 13.629)
H (-19.872, 0.642, 12.949)
H (-19.924, -1.347, 15.185)
H (-18.607, -0.373, 14.291)
H (-17.786, -1.211, 16.357)
H (-19.814, 0.326, 17.872)
H (-18.790, -1.025, 18.549)
H (-20.093, -1.407, 17.479)
H (-18.424, 1.623, 16.459)
H (-17.089, 1.028, 15.802)
C (-11.480, 4.834, 18.439)
O (-12.544, 3.969, 18.092)
C (-12.314, 3.344, 16.814)
C (-13.498, 2.508, 16.322)
C (-14.764, 3.341, 16.077)
N (-13.733, 1.369, 17.225)
H (-10.560, 4.261, 18.402)
H (-11.567, 5.305, 19.402)
H (-11.368, 5.630, 17.670)
H (-12.107, 4.151, 16.067)
H (-11.402, 2.699, 16.842)
H (-13.087, 1.993, 15.396)
H (-15.479, 2.727, 15.518)
H (-14.509, 4.231, 15.476)
H (-15.246, 3.734, 16.973)
H (-12.836, 0.927, 17.395)
H (-14.078, 1.756, 18.095)
C (-14.386, -6.741, 12.117)
O (-13.578, -5.738, 12.644)
C (-13.632, -4.582, 11.816)
C (-13.208, -3.333, 12.479)
C (-13.475, -2.141, 11.536)
N (-11.738, -3.406, 12.755)
H (-14.324, -7.641, 12.709)
H (-14.122, -6.865, 11.045)
H (-15.490, -6.421, 12.162)
H (-12.936, -4.672, 10.992)
H (-14.651, -4.485, 11.332)
H (-13.700, -3.078, 13.370)
H (-12.886, -2.319, 10.627)
H (-13.260, -1.168, 11.952)
H (-14.537, -2.175, 11.377)
H (-11.323, -3.961, 12.010)
H (-11.565, -3.952, 13.643)
N (-15.388, -1.435, 16.503)
C (-15.552, -1.312, 15.181)
N (-14.854, -0.304, 14.556)
O (-16.183, -2.055, 14.421)
H (-15.916, -2.165, 16.985)
H (-14.993, -0.654, 16.994)
H (-14.890, -0.334, 13.557)
H (-14.496, 0.542, 15.086)

Forces on the atoms, in the same order (eV/Å):
0.2 -0.4 -0.1
3.3 1.3 0.2
-3.9 -0.2 -2.6
1.0 -0.9 -0.8
-0.3 0.2 0.0
0.8 1.6 2.2
-0.5 0.5 0.8
-0.9 -0.3 -0.8
0.1 0.3 -0.4
0.2 -0.6 -0.1
0.3 -0.8 2.4
-0.8 -0.3 0.4
1.0 -0.5 -0.5
-0.5 0.8 -0.1
0.1 0.2 1.1
0.2 0.4 -0.4
-0.3 -1.8 -1.2
0.4 -1.5 -1.5
-1.9 0.3 -0.1
1.9 1.9 2.3
-1.1 -0.4 -0.3
0.3 -1.8 0.1
1.1 0.1 -0.2
-0.3 0.5 1.2
0.2 -0.1 0.2
0.7 0.7 0.2
-0.5 0.2 -0.6
-0.2 -0.9 -0.3
0.3 0.7 0.4
-0.2 -0.3 0.3
-0.6 0.0 -0.5
0.7 1.8 -0.3
-1.4 0.5 -0.5
0.4 -1.4 -0.6
-0.1 0.4 -0.8
1.1 -1.3 0.7
0.9 2.4 0.2
0.3 -1.5 -1.4
-0.1 1.1 -0.6
-1.8 -0.1 0.4
-0.3 -0.1 0.1
0.6 0.2 0.4
-0.3 -0.3 0.1
-1.1 -1.7 -0.2
-0.7 0.6 -0.1
-0.8 -0.1 0.3
0.8 0.0 0.1
0.1 0.8 0.4
0.3 -0.4 0.4
1.7 0.2 0.2
-0.3 0.0 -0.3
0.4 -0.1 1.6
-0.2 0.7 -0.6
-0.7 0.1 0.4
-0.1 1.3 -0.9
2.1 -0.5 1.7
-0.6 0.6 0.1
-0.5 0.5 0.1
-0.4 -0.3 -0.6
0.4 -0.4 -0.3
0.5 0.0 -0.6
0.3 -0.8 -0.1
0.6 -0.7 0.0
-0.7 0.3 0.4
-0.7 1.0 -1.3
-1.0 -0.4 -0.4
0.4 -0.6 0.2
-0.1 -0.6 0.1
0.4 0.0 -1.6
-0.4 -0.3 -0.3
0.6 0.9 -0.1
1.0 -0.4 0.1
0.4 -0.1 -0.7
-0.6 0.2 -0.1
0.5 -0.1 0.2
-0.6 -0.1 0.4
-0.1 -0.2 0.4
-0.1 -0.4 0.3
-0.6 0.3 0.3
-0.7 1.1 0.5
0.0 0.3 0.1
-0.1 -0.4 0.0
0.2 -0.4 0.2
0.0 0.0 0.1
0.0 -0.2 0.2
-1.8 0.7 -0.8
0.3 0.9 0.3
-1.7 -0.6 -0.6
2.1 1.4 -0.5
0.2 -1.2 0.2
-0.2 -0.8 1.4
0.4 -0.3 0.0
-0.2 -0.5 0.5
1.3 -0.4 -0.2
0.3 -0.5 -0.6
0.8 -0.1 0.7
-0.8 -0.2 1.5
-0.4 0.4 -0.1
0.4 0.0 0.3
-0.6 0.1 -0.7
0.1 0.1 0.2
-0.3 0.7 -1.4
-0.4 -0.3 0.5
0.5 0.2 -2.2
0.9 1.7 2.0
-0.3 -0.7 1.0
0.2 0.5 -0.3
0.1 0.3 0.2
-0.1 0.5 -0.3
-0.6 -1.8 -1.1

Computed properties:
Gap between HOMO and LUMO, eV: 9.085
SMILES string: COC[C@H](C)N.COC[C@H](C)N.COC[C@H](C)N.COC[C@H](C)N.COC[C@H](C)N.COC[C@H](C)N.NC(N)=O
E_HOMO, eV: -8.5
DFT total energy, eV: -53309.710